[1]
{
  "formula": "C4H7BrN",
  "method": "ωB97M-V with the def2-TZVPD basis set",
  "elements": ["C", "C", "C", "C", "N", "Br", "H", "H", "H", "H", "H", "H", "H"],
  "coordinates": [[1.95279, 0.39889, 0.21684], [0.73131, 0.86426, -0.10307], [-1.68402, 0.75062, 0.00284], [-0.31258, -1.34092, -0.14559], [-0.49342, 0.21181, 0.03312], [-3.34001, -0.04938, 0.09300], [2.69026, 1.06084, 0.08593], [2.18405, -0.58482, 0.46521], [0.54161, 1.85911, -0.49523], [-1.71047, 1.79935, 0.08192], [-1.19432, -1.94357, -0.07894], [0.27775, -1.58942, 0.80233], [0.35704, -1.43677, -0.95836]],
  "smiles": "C=C/[N+](C)=C/Br",
  "relative_energy_ev": 0.7816,
  "total_charge": 1,
  "homo_ha": [-0.53800, -0.53801],
  "energy_ha": -2785.04974
}


[2]
{
  "formula": "C7H10N5OS",
  "method": "ωB97M-V with the def2-TZVPD basis set",
  "elements": ["C", "C", "C", "C", "C", "C", "C", "N", "N", "N", "N", "N", "O", "S", "H", "H", "H", "H", "H", "H", "H", "H", "H", "H"],
  "coordinates": [[-2.73950, 1.14931, 0.81904], [-2.08188, 1.49813, -0.34119], [-2.48309, 0.06716, 1.66482], [0.25367, 0.68787, 0.51936], [2.47590, -1.24596, -0.43974], [-0.71949, -1.54963, 0.93193], [-0.75490, 1.16051, -0.50635], [-1.76522, -1.06724, 1.53520], [1.15846, -1.39105, -0.28229], [0.24251, -0.83207, 0.38714], [3.00874, -1.65811, -1.61960], [-0.14594, 1.06733, -1.63984], [1.44767, 1.16952, 0.19188], [3.51511, -0.78048, 0.91818], [-3.61644, 1.69845, 1.17434], [-2.54848, 2.06532, -1.10749], [-3.01588, 0.10544, 2.54314], [-0.04397, 0.91927, 1.61826], [-0.77042, -2.59807, 0.60997], [2.46303, -2.25508, -2.28761], [3.99245, -1.92550, -1.55248], [2.05939, 1.22453, 0.92141], [0.76472, 1.32919, -1.60080], [-0.69643, 1.16117, -2.45729]],
  "smiles": "NC(=S)/N=[N+]1/C=N\\C=C/C=C(/N)[C@@H]1O",
  "total_charge": 1,
  "homo_ha": [-0.44413, -0.42681],
  "energy_ha": -1019.54966
}


[3]
{
  "formula": "C2H7NO3",
  "method": "ωB97M-V with the def2-TZVPD basis set",
  "elements": ["C", "C", "N", "O", "O", "O", "H", "H", "H", "H", "H", "H", "H"],
  "coordinates": [[-0.71752, -0.57697, -0.67022], [-1.64667, -0.10042, 0.40860], [1.06916, 0.18066, 0.09826], [0.48322, 0.54921, -1.08785], [1.43822, 1.40178, 0.76664], [2.26857, -0.51073, -0.15790], [1.54490, 1.13755, 1.69365], [2.70190, -0.01953, -0.88289], [-1.16191, -0.53073, -1.65960], [-0.30818, -1.57373, -0.51287], [-2.59403, -0.64025, 0.31096], [-1.23781, -0.28325, 1.40185], [-1.83985, 0.96640, 0.29137]],
  "smiles": "CCON(O)O",
  "relative_energy_ev": 6.4314,
  "total_charge": 0,
  "homo_ha": -0.34597,
  "energy_ha": -360.67730
}


[4]
{
  "formula": "C3H2AgFO2",
  "method": "ωB97M-V with the def2-TZVPD basis set",
  "elements": ["O", "H", "O", "C", "C", "C", "F", "Ag", "H"],
  "coordinates": [[-1.85246, -0.69348, 1.40927], [1.21985, -1.40446, 0.37261], [-0.14103, 1.11566, -0.90808], [0.40047, 0.04103, -0.75195], [0.44870, -0.60417, 0.61035], [-0.87932, -1.21444, 1.01811], [0.90012, 0.25505, 1.56404], [-0.83159, 3.08650, -1.70805], [0.73525, -0.58169, -1.60630]],
  "multiplicity": 2,
  "relative_energy_ev": 1.4651,
  "total_charge": 1,
  "homo_ha": [-0.44404, -0.57782],
  "energy_ha": -512.42782
}


[5]
{
  "formula": "C21H28N4O4S",
  "method": "ωB97M-V with the def2-TZVPD basis set",
  "elements": ["C", "H", "O", "C", "C", "C", "C", "C", "C", "O", "C", "H", "H", "H", "C", "N", "C", "H", "H", "C", "N", "C", "O", "C", "C", "H", "C", "O", "N", "C", "H", "H", "H", "C", "C", "N", "C", "C", "S", "H", "C", "H", "H", "H", "H", "H", "H", "H", "H", "H", "H", "H", "H", "H", "H", "H", "H", "H"],
  "coordinates": [[0.14980, 0.07139, -5.90704], [-0.86124, -0.34289, -5.83561], [0.89431, -0.17233, -4.74085], [0.47398, 0.39376, -3.56206], [-0.69701, 1.12832, -3.43935], [-1.07997, 1.64866, -2.21452], [-0.30733, 1.42393, -1.09589], [0.86709, 0.68899, -1.18983], [1.27911, 0.18722, -2.42596], [2.45574, -0.52789, -2.44540], [3.33356, -0.35850, -3.53904], [3.38055, 0.68663, -3.85395], [4.31571, -0.67017, -3.18041], [3.04316, -0.97807, -4.38994], [1.66355, 0.43604, 0.06316], [1.02940, -0.63421, 0.83157], [1.10717, -1.92710, 0.18819], [0.71718, -1.84030, -0.82601], [0.46248, -2.61284, 0.74712], [2.53823, -2.48058, 0.13089], [3.24919, -2.20198, 1.36265], [2.87914, -1.36306, 2.34895], [3.59693, -1.14409, 3.30565], [1.46910, -0.77594, 2.21093], [1.35560, 0.51112, 3.03925], [1.50958, 0.26432, 4.08925], [0.02779, 1.19804, 2.79153], [-0.03760, 2.21825, 2.12936], [-1.09562, 0.63932, 3.30952], [-1.17258, -0.52136, 4.16045], [-1.50517, -1.40206, 3.60343], [-1.89297, -0.32868, 4.95948], [-0.21110, -0.73304, 4.61790], [-2.35777, 1.19613, 2.86816], [-2.78110, 0.65867, 1.53925], [-3.67397, 1.19653, 0.79225], [-3.86138, 0.51823, -0.37123], [-3.07598, -0.58501, -0.50466], [-2.06087, -0.78859, 0.86650], [-3.02561, -1.27488, -1.32193], [-4.86637, 1.01035, -1.35430], [-4.75757, 0.49038, -2.30191], [-4.73781, 2.07965, -1.50506], [-5.87277, 0.84683, -0.97087], [-2.24915, 2.28167, 2.76910], [-3.12963, 0.98993, 3.61579], [2.14514, 1.20776, 2.75473], [0.79709, -1.52734, 2.65150], [4.18439, -2.57953, 1.44285], [2.51256, -3.56351, -0.02947], [3.06921, -2.02445, -0.71187], [1.62447, 1.34387, 0.66313], [2.71021, 0.21516, -0.18578], [-0.58805, 1.83312, -0.13842], [-1.98806, 2.22673, -2.14329], [-1.32293, 1.29859, -4.30068], [0.09038, 1.14095, -6.13299], [0.68771, -0.43538, -6.70740]],
  "smiles": "COc1cccc(CN2CCNC(=O)[C@H]2CC(=O)N(C)Cc2nc(C)cs2)c1OC",
  "relative_energy_ev": 2.6579,
  "total_charge": 0,
  "homo_ha": -0.29988,
  "energy_ha": -1735.20038
}


[6]
{
  "formula": "C4H7FS",
  "method": "ωB97M-V with the def2-TZVPD basis set",
  "elements": ["C", "C", "C", "C", "H", "H", "H", "H", "H", "H", "H", "F", "S"],
  "coordinates": [[-0.24205, -0.26211, 1.40396], [-0.14620, 0.34142, -0.00289], [-0.71901, -0.63270, -1.03799], [1.03558, 1.05058, -0.39236], [-1.20571, -0.58730, 1.77560], [0.21298, -1.19583, 1.31844], [0.42961, 0.20947, 2.09069], [-0.60974, -0.26304, -2.04801], [-1.76507, -0.97177, -0.77275], [1.46887, 0.72313, -1.31937], [1.80117, 1.23782, 0.29755], [0.18184, -1.72151, -0.99600], [-0.44227, 2.07184, -0.31687]],
  "smiles": "C[C@]1(CF)CS1",
  "relative_energy_ev": 1.1404,
  "total_charge": 0,
  "homo_ha": -0.33247,
  "energy_ha": -654.62308
}